[1]
# C9H19AuF3O5P2S

A structure of composition C9H19AuF3O5P2S (ωB97M-V/def2-TZVPD, the OMol25 dataset).

CARTESIAN COORDINATES (ANGSTROEM)
Au  -0.202540  -0.486146  -0.634482
C  3.232998  -0.745100  -0.245618
P  1.883374  0.334725  -0.709167
C  2.360370  1.080478  -2.274894
C  1.813567  1.639340  0.526232
C  0.654345  2.564180  0.194597
P  -1.023748  1.727843  0.265813
C  -1.535576  2.262323  1.915718
C  -1.867541  2.760411  -0.955588
H  4.135481  -0.136394  -0.177383
H  3.359909  -1.521754  -0.997942
H  3.018335  -1.222376  0.708582
H  3.309249  1.599915  -2.138318
H  1.602734  1.769049  -2.643274
H  2.488378  0.286392  -3.011574
H  2.768014  2.170121  0.561733
H  1.668607  1.148708  1.493316
H  0.750140  2.967003  -0.816399
H  0.643474  3.407427  0.887244
H  -1.371511  3.339401  1.951399
H  -0.940962  1.773424  2.688207
H  -2.582708  2.031292  2.073914
H  -1.668300  3.804612  -0.709701
H  -2.935362  2.568760  -0.939857
H  -1.479566  2.544504  -1.950032
F  -3.456733  -0.837901  2.785695
C  -2.691520  -1.457136  1.892869
F  -2.821149  -2.752626  1.999283
F  -1.405401  -1.104353  2.135917
S  -3.136382  -0.833952  0.216761
O  -4.481209  -1.190632  -0.038731
O  -2.108990  -1.393620  -0.697520
O  -2.868389  0.608368  0.344010
C  1.047065  -4.644962  -0.667987
C  0.182364  -3.448175  -0.332645
O  -0.912977  -3.565693  0.147409
O  0.817848  -2.297123  -0.609824
H  0.471062  -5.542844  -0.474809
H  1.942786  -4.618446  -0.047513
H  1.340464  -4.589042  -1.715460

Atoms 1-2, force components in eV/Å:
-0.5 -0.4 1.4
-0.2 -0.4 -0.1

## Properties
**ΔE to the lowest compared entry with this formula, charge and spin**: 0.0 kcal per mole
**Net charge**: +1
**LUMO**: -5.4 eV
**HOMO energy**: -12.5 eV
**Maximum force**: 1.96 eV/A
**HOMO-LUMO gap**: 7.0843 eV



[2]
# C9H19BCl4FO2

A cluster of 3 separate species, C9H19BCl4FO2 in total (ωB97M-V/def2-TZVPD, the OMol25 dataset).

CARTESIAN COORDINATES (ANGSTROEM)
C  4.438089  0.200650  0.017596
C  3.268430  1.016390  0.581431
C  2.375718  1.599088  -0.503917
F  2.203032  2.989351  -0.193482
B  0.923035  0.878230  -0.752061
O  -0.269343  1.736782  -0.476341
C  -1.312783  0.859777  -0.152992
C  -0.701860  -0.551611  -0.188273
O  0.658075  -0.330302  0.090000
H  4.846593  -0.466891  0.779321
H  4.079991  -0.438177  -0.792935
H  5.235226  0.843318  -0.360090
H  2.705104  0.365991  1.254664
H  3.647558  1.841193  1.191625
H  2.926182  1.612975  -1.449945
H  0.866500  0.505924  -1.968766
H  -2.129913  0.942846  -0.882165
H  -1.697222  1.085032  0.850937
H  -0.793410  -0.981253  -1.192821
H  -1.138926  -1.198574  0.580840
Cl  1.954399  -3.965401  1.656039
C  0.828170  -3.238804  2.830161
C  1.149332  -1.798977  3.123001
Cl  2.690211  -1.649415  4.019534
H  0.867193  -3.846248  3.731434
H  -0.169273  -3.299556  2.398038
H  0.373958  -1.381218  3.762940
H  1.219161  -1.205127  2.208513
Cl  -4.012558  -0.903484  -2.246222
C  -5.071735  0.357104  -2.916919
C  -4.745032  1.716642  -2.351226
Cl  -5.204283  1.845418  -0.633685
H  -6.102745  0.084145  -2.706163
H  -4.916126  0.362331  -3.994619
H  -5.308754  2.479004  -2.886627
H  -3.681993  1.932846  -2.426828

Atoms 1-2, force components in eV/Å:
-0.3 -0.1 0.1
0.2 -0.3 0.2

## Properties
**Net charge**: -1
**LUMO**: 2.6 eV
**HOMO energy**: -4.1 eV
**Maximum force**: 0.69 eV/A
**HOMO-LUMO gap**: 6.7391 eV



[3]
# C9H19BO3Tl

A structure of composition C9H19BO3Tl (ωB97M-V/def2-TZVPD, the OMol25 dataset).

CARTESIAN COORDINATES (ANGSTROEM)
C  -3.160158  -0.852895  -1.670023
C  -1.641206  -0.698150  -2.266803
O  -0.753985  -0.465310  -1.232225
C  -0.037511  -1.504461  -0.697534
B  0.564733  -1.454706  0.838371
C  1.674279  -2.451943  1.144915
C  -0.068293  -0.464592  1.953228
C  0.582375  0.906570  2.054150
C  0.345405  1.899666  0.907291
C  1.579526  1.846011  -0.059367
O  1.452784  2.794902  -1.068999
C  0.827605  2.429658  -2.258088
O  1.499228  1.935032  -3.098117
H  -3.108836  -1.019278  -0.597612
H  -3.708880  0.056578  -1.888142
H  -3.564562  -1.726336  -2.179225
H  -1.662367  0.186028  -2.909584
H  -1.382482  -1.602736  -2.816738
H  -0.598651  -2.438848  -0.845062
H  0.901256  -1.600492  -1.311131
H  2.506029  -2.425714  0.435356
H  2.052162  -2.392725  2.165905
H  1.237260  -3.462981  1.051304
H  -1.154903  -0.384096  1.866915
H  0.132920  -1.012666  2.882603
H  1.656703  0.819127  2.246581
H  0.174747  1.420792  2.947423
H  -0.599960  1.729959  0.392745
H  0.321626  2.920760  1.287995
H  1.709850  0.828609  -0.456592
H  2.484550  2.094752  0.491410
H  -0.244274  2.646146  -2.328882
Tl  -0.016970  1.443340  5.017933

Atoms 1-2, force components in eV/Å:
0.1 0.1 0.0
-0.6 -0.4 0.0

## Properties
**Net charge**: +3
**LUMO**: -16.8 eV
**HOMO energy**: -20.2 eV
**Maximum force**: 1.93 eV/A
**HOMO-LUMO gap**: 3.4712 eV